No. 1
A molecular structure, C32H79Cl2N5 at a distorted geometry. Source: the Open Molecules 2025 dataset; level of theory: the ωB97M-V functional and the def2-TZVPD basis.

The geometry in ORCA input format:
```
! wB97M-V def2-TZVPD RIJCOSX def2/J DEFGRID3
* xyz 0 1
Cl 39.667 28.907 6.114
C 38.695 28.213 4.830
C 38.856 26.777 4.847
Cl 37.768 25.939 3.697
H 38.803 28.715 3.735
H 37.645 28.444 5.173
H 38.686 26.428 5.862
H 39.835 26.108 4.657
C 36.778 29.532 1.183
C 37.019 30.881 1.842
N 36.722 30.913 3.328
C 37.326 31.760 4.199
C 37.675 32.989 3.798
C 35.255 30.733 3.496
C 34.885 29.829 4.627
H 35.654 29.201 1.094
H 37.370 28.730 1.949
H 37.431 29.549 0.296
H 36.582 31.778 1.305
H 38.301 31.217 1.610
H 38.472 31.351 4.324
H 37.123 31.528 5.322
H 37.895 33.180 2.782
H 38.505 33.489 4.366
H 37.074 33.781 4.123
H 34.649 30.588 2.507
H 34.666 31.673 3.842
H 35.270 28.989 4.441
H 33.811 29.862 4.768
H 35.190 30.166 5.618
C 42.923 30.102 -0.475
C 41.671 29.321 -0.433
N 41.510 28.560 0.792
C 41.558 29.157 2.045
C 40.972 30.391 2.099
C 40.318 27.741 0.805
C 40.119 26.638 -0.271
H 43.831 29.508 -0.400
H 43.195 31.023 0.291
H 42.946 30.685 -1.469
H 41.692 28.664 -1.268
H 40.859 29.849 -0.514
H 42.458 29.508 2.158
H 41.322 28.726 2.975
H 40.552 31.117 1.517
H 41.507 31.011 2.688
H 39.863 30.294 2.551
H 39.520 28.504 0.795
H 40.354 27.313 1.651
H 40.150 27.211 -1.305
H 39.239 26.055 -0.086
H 40.860 25.798 -0.300
C 37.775 23.919 0.576
C 37.502 22.560 1.257
N 37.590 21.316 0.186
C 37.914 20.164 0.754
C 37.335 19.752 1.997
C 36.353 21.378 -0.627
C 36.607 20.736 -1.924
H 37.571 24.681 1.441
H 37.009 24.145 -0.285
H 38.528 24.083 0.225
H 36.504 22.652 1.713
H 38.034 22.190 2.265
H 38.913 20.184 1.099
H 38.220 19.354 0.056
H 37.008 20.337 3.028
H 38.138 18.900 2.332
H 36.452 19.401 1.658
H 35.859 22.329 -0.605
H 35.538 20.769 -0.070
H 36.925 19.665 -1.909
H 37.416 21.336 -2.279
H 35.846 20.845 -2.622
C 39.835 22.404 5.417
C 39.888 22.797 6.948
N 38.521 22.606 7.535
C 38.495 22.429 8.915
C 39.198 23.335 9.723
C 37.527 23.592 7.026
C 36.142 22.946 6.727
H 40.897 22.108 4.985
H 39.496 23.249 4.664
H 39.423 21.586 5.226
H 40.248 23.815 6.879
H 40.587 22.192 7.504
H 38.835 21.434 8.903
H 37.474 22.199 9.433
H 40.105 23.956 9.570
H 39.751 22.991 10.556
H 38.621 24.105 10.024
H 37.852 24.047 6.002
H 37.284 24.388 7.707
H 35.669 22.347 7.466
H 36.378 22.325 5.929
H 35.362 23.834 6.472
C 43.958 22.890 2.916
C 42.639 23.386 3.638
N 42.108 24.670 2.961
C 41.667 24.517 1.619
C 41.013 23.366 1.127
C 41.072 25.202 3.740
C 41.760 25.929 4.922
H 44.344 22.018 3.546
H 44.627 23.683 2.897
H 43.995 22.409 2.017
H 43.007 23.513 4.639
H 41.843 22.610 3.525
H 42.483 24.388 0.995
H 41.564 25.547 0.948
H 40.820 22.494 1.326
H 41.050 23.139 0.054
H 40.017 23.608 1.375
H 40.206 24.599 3.919
H 40.364 26.065 3.282
H 40.867 26.449 5.488
H 42.426 26.697 4.787
H 42.062 25.135 5.594
*
```

LUMO energy = 0.7 eV
ΔE to the lowest compared entry with this formula, charge and spin = 23.585 eV
Highest occupied orbital energy = -7.82 eV
E = -66934.2251 eV
Orbital gap = 8.50 eV
Molar mass = 604.93 g/mol

No. 2
A molecular structure, C32H79N5O2V at a distorted geometry. Source: the Open Molecules 2025 dataset; level of theory: the ωB97M-V functional and the def2-TZVPD basis.

The geometry in ORCA input format:
```
! wB97M-V def2-TZVPD RIJCOSX def2/J DEFGRID3
* xyz 0 4
V 2.560 -0.603 -2.810
O 1.651 -1.618 -1.325
C 0.525 -1.832 -2.139
C -0.037 -0.537 -2.723
O 0.873 -0.057 -3.729
H -0.242 -2.401 -1.581
H 1.001 -2.349 -2.933
H -0.121 0.273 -1.950
H -1.004 -0.612 -3.207
C -1.122 3.769 -4.079
C -1.228 2.696 -2.889
N -2.083 3.040 -1.781
C -3.462 3.423 -2.182
C -4.134 2.338 -3.069
C -1.936 1.958 -0.766
C -2.579 2.273 0.598
H -0.801 4.752 -3.780
H -2.144 3.892 -4.463
H -0.445 3.540 -4.939
H -0.187 2.635 -2.535
H -1.496 1.694 -3.306
H -3.401 4.322 -2.745
H -4.100 3.610 -1.344
H -3.684 2.250 -4.053
H -5.155 2.685 -3.291
H -4.110 1.372 -2.563
H -0.896 1.864 -0.475
H -2.228 1.037 -1.257
H -3.558 2.641 0.481
H -1.952 2.989 1.074
H -2.660 1.373 1.213
C 4.359 0.154 3.434
C 3.007 -0.172 2.827
N 2.314 1.012 2.360
C 1.909 1.948 3.374
C 1.343 3.271 2.842
C 1.201 0.622 1.516
C 0.001 0.121 2.248
H 4.947 -0.775 3.532
H 4.291 0.831 4.273
H 4.725 0.667 2.539
H 2.438 -0.720 3.585
H 3.227 -0.861 1.991
H 2.741 2.236 3.981
H 1.221 1.511 4.062
H 0.280 3.162 2.544
H 1.947 3.651 2.034
H 1.323 4.048 3.592
H 1.528 -0.172 0.845
H 0.885 1.465 0.882
H 0.295 -0.625 3.010
H -0.602 -0.491 1.551
H -0.521 0.960 2.744
C 5.218 -0.765 -0.827
C 4.202 0.416 -0.631
N 3.724 1.002 -1.914
C 2.446 1.715 -1.647
C 2.497 2.882 -0.711
C 4.771 1.837 -2.520
C 4.323 2.690 -3.683
H 5.603 -0.954 0.166
H 6.025 -0.436 -1.448
H 4.812 -1.678 -1.217
H 4.619 1.096 0.148
H 3.368 -0.021 -0.066
H 1.680 1.038 -1.225
H 1.992 2.028 -2.608
H 2.822 2.621 0.260
H 1.533 3.298 -0.625
H 3.236 3.567 -1.131
H 5.634 1.251 -2.795
H 5.200 2.502 -1.759
H 3.488 3.358 -3.368
H 3.920 2.099 -4.515
H 5.056 3.370 -4.091
C -6.603 -3.070 -0.087
C -6.378 -1.810 0.668
N -5.766 -0.853 -0.227
C -4.437 -0.440 0.078
C -3.430 -1.526 -0.301
C -6.640 0.255 -0.530
C -6.593 1.456 0.400
H -6.939 -3.883 0.582
H -5.708 -3.432 -0.530
H -7.287 -2.861 -0.910
H -5.769 -2.095 1.522
H -7.257 -1.411 1.083
H -4.354 -0.132 1.109
H -4.247 0.384 -0.590
H -3.562 -2.422 0.263
H -2.432 -1.233 -0.005
H -3.429 -1.609 -1.403
H -7.671 -0.107 -0.611
H -6.320 0.603 -1.551
H -7.493 2.011 0.335
H -5.743 2.125 0.203
H -6.515 1.130 1.411
C -0.180 -3.915 0.760
C 0.712 -3.155 1.719
N 1.643 -4.115 2.387
C 2.533 -4.833 1.392
C 3.340 -4.002 0.353
C 2.389 -3.376 3.406
C 2.996 -4.193 4.540
H 0.236 -3.999 -0.249
H -1.139 -3.452 0.591
H -0.325 -4.938 0.994
H -0.012 -2.724 2.474
H 1.247 -2.333 1.273
H 1.962 -5.553 0.856
H 3.302 -5.380 1.927
H 2.683 -3.601 -0.398
H 4.017 -4.671 -0.127
H 3.879 -3.205 0.852
H 1.740 -2.696 3.948
H 3.132 -2.770 2.883
H 2.211 -4.658 5.150
H 3.705 -3.705 5.169
H 3.626 -4.983 4.179
*
```

LUMO energy (alpha / beta) = 0.2 / 0.0 eV
ΔE to the lowest compared entry with this formula, charge and spin = 0.000 eV
Highest occupied orbital energy (alpha / beta) = -7.45 / -8.01 eV
E = -71693.8356 eV
Orbital gap (alpha / beta) = 7.64 / 7.96 eV
Molar mass = 616.96 g/mol

Which of these has the highest E? C32H79Cl2N5

Among the records above, which one has the highest ΔE to the lowest compared entry with this formula, charge and spin? C32H79Cl2N5